[1]
{"formula": "C23H50BFNO7P2S", "method": "the ωB97M-V functional and the def2-TZVPD basis", "species": ["C", "C", "P", "C", "C", "C", "P", "O", "O", "O", "C", "S", "C", "C", "C", "O", "C", "C", "C", "C", "C", "C", "C", "C", "C", "O", "C", "C", "B", "O", "O", "N", "C", "C", "C", "F", "H", "H", "H", "H", "H", "H", "H", "H", "H", "H", "H", "H", "H", "H", "H", "H", "H", "H", "H", "H", "H", "H", "H", "H", "H", "H", "H", "H", "H", "H", "H", "H", "H", "H", "H", "H", "H", "H", "H", "H", "H", "H", "H", "H", "H", "H", "H", "H", "H", "H"], "xyz": [[-2.836308, 5.392196, -1.094440], [-3.092164, 3.943158, -0.648928], [-1.567278, 3.276680, 0.127848], [-1.873665, 3.943513, 1.816535], [-1.904715, 1.407115, 0.181299], [-1.530103, 0.637132, -1.110942], [-2.215142, 1.294195, -2.660935], [-1.714816, 2.611362, -3.036708], [-2.006750, 0.244006, -3.832487], [-3.802045, 1.242736, -2.375188], [0.011527, 0.357177, -0.979886], [0.174027, -1.132896, -2.103797], [0.977219, 1.413351, -1.539718], [1.155563, 1.594471, -3.047893], [2.434423, 0.955107, -3.624496], [2.185782, -0.198662, -4.403842], [2.265654, 0.046453, -5.795884], [0.189339, 0.066712, 0.577331], [0.279825, -1.448107, 0.809685], [0.500922, -1.985401, 2.247308], [-0.428271, -3.166487, 2.618709], [0.372937, -4.474449, 2.686413], [0.978258, -4.818342, 1.302996], [2.519747, -4.883316, 1.233150], [3.161263, -3.716267, 0.493452], [2.599588, -3.498079, -0.790149], [3.096151, -4.341508, -1.814613], [1.430741, 0.681245, 1.252711], [1.793697, 2.227287, 1.178929], [2.964165, 2.654304, 0.568666], [1.009942, 3.165991, 1.779588], [-1.152791, 0.552875, 1.166819], [-1.239086, 0.888105, 2.621018], [-2.677354, 1.120327, 3.103251], [-2.911593, 0.398205, 4.427160], [-3.225003, -0.918102, 4.168371], [-1.787895, 5.539225, -1.342372], [-3.083097, 6.065262, -0.274849], [-3.473363, 5.645012, -1.934406], [-3.864322, 3.946334, 0.128058], [-3.469334, 3.318948, -1.442170], [-2.933085, 3.898260, 2.073977], [-1.270760, 3.493565, 2.591027], [-1.606541, 4.996888, 1.752270], [-2.983273, 1.288821, 0.313062], [-1.935532, -0.384385, -1.036078], [-2.686949, -0.436335, -3.862539], [-4.029022, 0.538298, -1.761916], [1.424115, -1.535660, -1.832186], [0.706105, 2.377394, -1.102157], [1.954787, 1.181520, -1.123288], [1.257528, 2.667733, -3.213556], [0.320649, 1.291052, -3.669089], [3.123711, 0.687200, -2.819895], [2.955294, 1.691459, -4.239875], [3.273955, 0.358054, -6.078705], [1.544522, 0.812098, -6.089057], [2.047124, -0.883945, -6.310264], [1.128424, -1.785600, 0.227593], [-0.622371, -1.930115, 0.431702], [1.511846, -2.382724, 2.305890], [0.450172, -1.249848, 3.045730], [-0.918271, -2.997684, 3.576719], [-1.199786, -3.318219, 1.861409], [1.177113, -4.340262, 3.413801], [-0.242995, -5.288402, 3.063851], [0.666468, -4.048510, 0.599415], [0.590048, -5.776237, 0.968340], [2.800411, -5.792308, 0.698350], [2.980058, -4.965482, 2.218342], [3.071667, -2.773417, 1.033402], [4.233838, -3.910031, 0.394360], [3.594984, -3.748082, -2.579588], [2.266347, -4.875457, -2.275579], [3.805570, -5.077712, -1.437427], [2.285457, 0.105651, 0.898314], [1.373182, 0.462838, 2.323464], [3.682799, 2.066989, 0.804439], [1.116807, 4.006102, 1.322211], [-1.689353, -0.318222, 1.132080], [-0.895147, 0.004581, 3.150370], [-0.560419, 1.692743, 2.878701], [-3.393027, 0.679229, 2.410892], [-2.890740, 2.170012, 3.268292], [-3.711766, 0.881043, 4.982752], [-2.019616, 0.420240, 5.054850]], "forces_ev_per_a": [[-0.1, -0.3, 0.4], [-0.4, -0.1, 0.6], [1.0, 0.4, -0.4], [-0.5, -0.2, 0.0], [-0.5, 0.3, -0.8], [0.9, 0.0, 0.3], [0.1, 0.7, -0.7], [-0.2, 0.0, 0.3], [0.0, -0.1, 0.4], [0.3, -0.1, 0.1], [-0.1, -0.6, -1.2], [-0.1, 0.0, 0.3], [-0.3, 0.3, 0.6], [0.6, 0.3, -0.3], [-0.2, 0.0, -0.1], [0.2, -0.2, 0.1], [0.0, 0.0, 0.2], [0.7, -0.2, -0.4], [-0.2, 0.1, 1.0], [-0.2, -0.4, 0.1], [0.3, -0.5, 0.1], [0.2, 0.3, -0.2], [0.4, 0.1, 0.5], [-0.2, -0.1, -0.3], [0.3, -0.2, -0.1], [0.0, 0.3, 0.1], [-0.1, -0.2, -0.2], [-0.2, 0.6, 0.4], [0.6, 0.0, -0.4], [-0.5, 0.1, 0.7], [-0.5, -0.4, -0.4], [-0.7, -0.4, 0.4], [-0.1, -0.1, 0.5], [0.3, -0.3, 0.5], [0.2, 0.6, -0.1], [0.0, -0.3, 0.0], [0.0, 0.1, -0.3], [0.1, 0.1, 0.0], [0.1, 0.1, -0.2], [-0.1, -0.1, -0.1], [0.2, 0.0, -0.3], [0.0, 0.0, 0.1], [0.1, 0.1, 0.0], [0.1, 0.1, 0.0], [0.1, -0.2, 0.6], [-0.4, 0.1, 0.2], [0.0, -0.2, -0.2], [-0.4, -0.1, 0.1], [0.1, 0.1, 0.1], [-0.1, 0.0, 0.0], [0.1, -0.1, -0.1], [-0.2, 0.1, 0.1], [-0.1, -0.1, 0.1], [0.0, -0.1, 0.1], [0.0, 0.1, 0.0], [0.0, 0.1, 0.0], [0.0, 0.0, -0.2], [-0.1, -0.1, 0.0], [-0.2, -0.1, -0.3], [0.1, 0.0, -0.4], [0.1, 0.2, 0.0], [0.0, 0.2, -0.1], [-0.1, 0.1, 0.0], [-0.2, 0.2, 0.0], [0.0, 0.0, 0.1], [-0.1, 0.0, 0.0], [-0.2, -0.2, -0.3], [-0.2, 0.0, -0.1], [0.1, 0.0, 0.0], [0.0, 0.0, 0.1], [-0.1, 0.1, 0.1], [0.1, 0.1, 0.0], [0.0, 0.1, 0.0], [-0.1, 0.0, 0.0], [0.0, 0.0, 0.1], [0.0, -0.1, -0.1], [-0.1, -0.2, 0.0], [0.4, -0.2, -0.5], [0.2, 0.4, 0.3], [0.0, 0.0, 0.0], [0.2, -0.1, -0.2], [0.0, 0.2, -0.3], [-0.2, 0.2, -0.1], [-0.1, 0.1, -0.3], [-0.3, -0.2, 0.0], [0.1, -0.1, 0.1]], "smiles": "CCP(C)[C@H]1[C@@H](P(=O)(O)O)[C@@](S)(CCCOC)[C@@](CCCCCCCOC)(CB(O)O)[N@H+]1CCCF", "total_charge": 1, "e_tot_ha": -2693.299483, "homo_lumo_gap_ev": 8.52}

***

[2]
{"formula": "C2H2ClNO", "method": "the ωB97M-V functional and the def2-TZVPD basis", "species": ["C", "C", "N", "O", "Cl", "H", "H"], "xyz": [[-2.046922, 0.146780, 0.496309], [1.108251, 0.209758, 0.748699], [-2.480286, 0.532797, -0.479103], [2.175260, 0.552791, 1.299305], [0.934127, 0.763107, -0.873564], [-1.869600, -0.212572, 1.566501], [2.770510, 1.021594, 0.789616]], "forces_ev_per_a": [[0.1, -1.2, 3.8], [-2.6, -1.2, 0.1], [-0.2, 0.5, -1.4], [-0.2, -1.2, 2.8], [0.5, 0.4, -0.6], [0.0, 0.7, -2.4], [2.5, 2.1, -2.2]], "e_above_lowest_ev": 2.3705, "e_tot_ha": -667.478080, "homo_lumo_gap_ev": 10.07}

***

[3]
{"formula": "C7H14N3O2", "method": "the ωB97M-V functional and the def2-TZVPD basis", "species": ["O", "C", "N", "N", "C", "C", "O", "C", "C", "N", "C", "C", "H", "H", "H", "H", "H", "H", "H", "H", "H", "H", "H", "H", "H", "H"], "xyz": [[1.456975, -0.348584, 0.048539], [0.097072, -0.139768, -0.065211], [-0.756785, -1.454354, -0.464643], [-0.495087, -2.485678, 0.466527], [0.346775, -3.417631, -0.195075], [0.509210, -3.036656, -1.455576], [-0.213435, -1.881467, -1.721101], [-0.462972, 0.282384, 1.293984], [0.029951, 1.672602, 1.656659], [-0.376446, 2.629241, 0.593070], [0.234491, 2.264532, -0.714969], [-0.271538, 0.894171, -1.136380], [1.792537, -0.817636, -0.728753], [-1.374157, -2.886559, 0.793409], [0.735848, -4.259585, 0.333261], [1.075052, -3.423990, -2.275019], [-0.122096, -0.431974, 2.042494], [-1.550965, 0.245695, 1.251029], [-0.385622, 1.993776, 2.613539], [1.119380, 1.666940, 1.721486], [-1.399540, 2.586252, 0.489118], [-0.112570, 3.584655, 0.855763], [1.318314, 2.236237, -0.584211], [-0.019441, 3.019741, -1.458816], [-1.352364, 0.892494, -1.270778], [0.177412, 0.615162, -2.088346]], "forces_ev_per_a": [[0.2, 0.0, 0.1], [-1.9, -1.9, -0.7], [0.8, 2.1, 0.8], [-0.2, 0.0, 0.4], [0.1, 0.2, -0.6], [-0.2, 0.1, 0.8], [0.1, 0.0, -0.3], [0.5, -0.1, -0.3], [0.1, -0.7, 0.7], [-0.2, 0.4, 0.0], [0.2, -0.3, -0.9], [0.3, -0.2, 0.3], [-0.1, 0.1, 0.0], [0.1, 0.0, -0.3], [0.2, -0.3, 0.1], [0.1, -0.2, -0.2], [0.0, 0.0, 0.0], [-0.1, 0.0, 0.0], [0.0, 0.1, -0.2], [-0.1, 0.2, -0.1], [0.2, 0.2, 0.1], [-0.2, -0.2, -0.1], [-0.1, 0.1, 0.1], [0.0, 0.1, 0.2], [-0.1, 0.0, 0.0], [0.0, 0.0, 0.0]], "smiles": "OC1(N2NC=CO2)CC[NH2+]CC1", "total_charge": 1, "e_above_lowest_ev": 2.8116, "e_tot_ha": -589.537440, "homo_lumo_gap_ev": 7.65}

***

Question: What is the formula in the first record?
Answer: C23H50BFNO7P2S